# 1
122
Properties=species:S:1:pos:R:3 method="wB97M-V/def2-TZVPD" s_squared=0.7533 e_lumo_ev="3.6118 / 3.6118" total_energy_ev=-90109.4094 total_charge=-2 spin_multiplicity=2
O -11.713 -15.026 -12.446
C -12.915 -15.368 -12.359
O -13.552 -15.918 -13.370
B -14.837 -16.512 -12.925
O -14.931 -16.185 -11.497
C -13.852 -15.485 -11.143
O -13.621 -14.926 -10.060
O -14.875 -17.931 -13.068
C -15.856 -18.326 -13.754
O -16.125 -19.504 -13.958
C -16.728 -17.078 -14.109
O -16.100 -16.084 -13.638
O -17.819 -17.116 -14.690
O -17.891 -18.685 -17.286
H -18.202 -18.034 -17.915
H -18.105 -18.313 -16.430
O -18.329 -21.221 -13.339
H -17.673 -20.571 -13.588
H -19.150 -20.730 -13.298
O -16.582 -15.375 -16.507
H -16.831 -15.709 -17.369
H -17.249 -15.720 -15.914
C -14.222 -13.929 -6.370
C -13.573 -13.547 -5.026
O -12.502 -12.586 -5.236
O -13.351 -14.763 -7.119
H -14.580 -13.063 -6.927
H -15.142 -14.445 -6.097
H -13.150 -14.429 -4.545
H -14.357 -13.198 -4.354
H -12.878 -11.849 -5.721
H -13.717 -14.857 -8.002
C -8.084 -14.695 -12.028
C -6.761 -13.965 -12.265
O -5.646 -14.768 -12.067
O -9.132 -13.768 -12.178
H -8.121 -15.174 -11.050
H -8.236 -15.509 -12.737
H -6.707 -13.168 -11.524
H -6.586 -13.469 -13.220
H -5.264 -14.647 -11.195
H -9.886 -14.344 -12.322
C -12.309 -18.899 -10.676
C -11.620 -19.175 -12.044
O -10.360 -18.474 -11.911
O -11.575 -19.195 -9.475
H -13.246 -19.457 -10.652
H -12.567 -17.846 -10.557
H -12.174 -18.957 -12.957
H -11.414 -20.245 -11.989
H -9.675 -19.109 -12.134
H -10.805 -18.625 -9.529
C -15.610 -22.026 -11.803
C -15.278 -22.854 -10.616
O -16.513 -23.280 -10.071
O -14.491 -21.585 -12.473
H -16.092 -21.106 -11.472
H -16.338 -22.544 -12.426
H -14.712 -22.321 -9.853
H -14.663 -23.710 -10.895
H -17.142 -23.399 -10.787
H -14.747 -20.903 -13.098
C -13.618 -11.439 -11.104
C -13.736 -11.947 -12.548
O -14.999 -12.491 -12.728
O -13.873 -10.047 -11.085
H -12.633 -11.673 -10.701
H -14.429 -11.807 -10.475
H -12.998 -12.721 -12.757
H -13.521 -11.217 -13.328
H -15.135 -12.595 -13.672
H -14.245 -9.852 -10.222
C -13.319 -21.446 -15.620
C -13.962 -20.229 -16.375
O -14.025 -20.513 -17.744
O -12.026 -21.664 -16.040
H -13.866 -22.360 -15.851
H -13.239 -21.304 -14.542
H -13.408 -19.307 -16.199
H -14.983 -20.022 -16.053
H -13.994 -19.653 -18.170
H -12.110 -22.017 -16.929
C -14.422 -12.727 -16.113
C -13.383 -13.842 -16.047
O -12.554 -13.811 -17.179
O -15.594 -13.068 -15.426
H -14.698 -12.492 -17.141
H -14.006 -11.782 -15.765
H -13.892 -14.798 -15.929
H -12.831 -13.796 -15.109
H -11.856 -14.455 -17.045
H -15.911 -13.830 -15.917
C -10.832 -17.594 -16.743
C -11.006 -17.973 -15.240
O -10.114 -17.202 -14.431
O -11.331 -16.292 -16.991
H -11.301 -18.356 -17.365
H -9.799 -17.791 -17.030
H -10.949 -19.053 -15.106
H -12.038 -17.841 -14.912
H -10.494 -17.357 -13.563
H -10.859 -15.789 -16.323
C -10.155 -14.408 -9.050
C -10.484 -15.880 -9.516
O -9.889 -16.808 -8.715
O -10.547 -14.094 -7.743
H -10.537 -13.651 -9.734
H -9.082 -14.309 -8.881
H -9.977 -16.032 -10.469
H -11.562 -15.950 -9.659
H -10.160 -16.676 -7.804
H -11.500 -13.985 -7.701
C -18.308 -13.901 -12.204
C -17.615 -14.038 -10.829
O -16.640 -13.056 -10.590
O -19.151 -12.726 -12.325
H -18.944 -14.759 -12.422
H -17.583 -13.823 -13.014
H -17.196 -15.041 -10.745
H -18.251 -13.970 -9.947
H -16.068 -13.015 -11.360
H -18.803 -11.891 -12.004

# 2
102
Properties=species:S:1:pos:R:3 method="wB97M-V/def2-TZVPD" smiles=COC[C@H](C)N.COC[C@H](C)N.COC[C@H](C)N.COC[C@H](C)N.COC[C@H](C)N.COC[C@H](C)N de_lowest_kcal_mol=28.6 e_lumo_ev=0.4348 total_energy_ev=-47180.4781
C 6.609 2.446 3.644
O 5.545 3.359 3.620
C 4.933 3.444 2.341
C 4.011 4.645 2.365
C 2.921 4.520 3.424
N 3.475 4.822 1.006
H 6.228 1.425 3.496
H 7.006 2.457 4.660
H 7.399 2.670 2.924
H 5.729 3.609 1.602
H 4.411 2.515 2.084
H 4.682 5.484 2.558
H 2.223 3.713 3.211
H 2.389 5.477 3.415
H 3.348 4.391 4.419
H 2.978 3.984 0.720
H 2.772 5.554 1.044
C 3.290 -3.942 -4.977
O 3.389 -2.527 -4.956
C 2.422 -1.863 -4.173
C 3.030 -0.544 -3.695
C 3.696 -0.758 -2.326
N 1.962 0.448 -3.528
H 2.266 -4.258 -4.763
H 3.976 -4.372 -4.244
H 3.561 -4.264 -5.981
H 1.545 -1.646 -4.798
H 2.123 -2.428 -3.286
H 3.873 -0.210 -4.308
H 4.102 0.181 -1.938
H 4.578 -1.397 -2.432
H 3.022 -1.207 -1.596
H 1.504 0.585 -4.430
H 2.347 1.375 -3.366
C -2.077 -3.019 2.615
O -0.893 -3.703 2.926
C 0.216 -2.845 2.999
C 1.498 -3.660 3.114
C 2.711 -2.760 3.053
N 1.603 -4.711 2.096
H -1.976 -2.245 1.844
H -2.528 -2.483 3.463
H -2.787 -3.783 2.298
H 0.319 -2.254 2.071
H 0.130 -2.122 3.822
H 1.504 -4.198 4.069
H 2.593 -1.882 3.691
H 2.720 -2.271 2.063
H 3.630 -3.326 3.154
H 0.782 -5.303 2.158
H 1.573 -4.279 1.176
C 2.152 0.956 1.738
O 0.841 0.959 1.234
C 0.809 0.577 -0.130
C -0.558 0.829 -0.739
C -1.703 0.479 0.193
N -0.725 0.064 -2.004
H 2.810 1.544 1.082
H 2.578 -0.055 1.773
H 2.156 1.425 2.718
H 1.573 1.080 -0.732
H 0.966 -0.514 -0.157
H -0.738 1.861 -1.057
H -1.602 -0.489 0.694
H -2.667 0.515 -0.311
H -1.691 1.225 0.992
H 0.129 0.173 -2.560
H -0.754 -0.909 -1.701
C -5.187 -1.995 5.086
O -5.767 -0.797 4.608
C -4.974 -0.290 3.544
C -5.459 1.046 3.094
C -4.940 1.424 1.724
N -5.044 2.064 4.090
H -4.938 -2.614 4.214
H -5.920 -2.499 5.710
H -4.266 -1.817 5.653
H -3.950 -0.188 3.937
H -4.948 -1.034 2.734
H -6.559 1.026 3.102
H -3.849 1.380 1.741
H -5.198 2.479 1.602
H -5.273 0.841 0.869
H -5.385 2.970 3.785
H -5.551 1.854 4.944
C -2.629 2.142 -6.547
O -2.125 0.842 -6.517
C -2.174 0.259 -5.227
C -3.565 -0.300 -4.931
C -3.721 -0.990 -3.592
N -4.114 -1.127 -6.027
H -3.715 2.238 -6.464
H -2.274 2.639 -7.453
H -2.206 2.784 -5.754
H -1.405 -0.523 -5.165
H -1.859 0.970 -4.454
H -4.208 0.589 -4.906
H -2.843 -1.588 -3.340
H -4.636 -1.576 -3.620
H -3.809 -0.238 -2.808
H -3.478 -1.920 -6.117
H -3.971 -0.618 -6.895

# 3
102
Properties=species:S:1:pos:R:3 method="wB97M-V/def2-TZVPD" s_squared=0.7559 de_lowest_kcal_mol=44.1 e_lumo_ev="-2.6845 / -8.5155" total_energy_ev=-47168.2454 total_charge=+1 spin_multiplicity=2
C 0.040 1.653 -4.544
C 0.256 0.701 -5.750
C 0.686 -0.704 -5.258
O 1.949 -0.570 -4.691
C 2.268 -1.562 -3.702
N -0.951 0.580 -6.479
H -0.041 2.691 -4.866
H 0.908 1.623 -3.886
H -0.824 1.497 -3.897
H 0.950 1.111 -6.485
H 0.866 -1.311 -6.145
H -0.046 -1.301 -4.713
H 3.269 -1.361 -3.320
H 2.353 -2.517 -4.220
H 1.521 -1.623 -2.910
H -1.056 -0.369 -6.808
H -1.787 0.711 -5.928
C -4.182 -6.941 2.986
C -2.944 -6.786 3.913
C -2.343 -5.359 4.037
O -1.351 -5.244 5.038
C -0.118 -5.901 4.577
N -3.476 -7.225 5.188
H -3.877 -6.778 1.952
H -4.989 -6.221 3.125
H -4.669 -7.916 2.990
H -2.173 -7.506 3.639
H -3.236 -4.835 4.375
H -2.144 -4.963 3.042
H -0.213 -6.974 4.412
H 0.663 -5.813 5.332
H 0.128 -5.268 3.724
H -4.312 -6.660 5.235
H -2.762 -6.979 5.859
C -0.817 -1.508 2.628
C -0.127 -1.124 1.187
C 0.891 0.041 1.426
O 1.662 0.308 0.321
C 1.068 1.164 -0.685
N 0.470 -2.316 0.574
H -1.286 -0.651 3.110
H -0.050 -1.863 3.317
H -1.537 -2.319 2.519
H -0.998 -0.940 0.558
H 1.656 -0.355 2.093
H 0.382 0.916 1.831
H 1.757 1.610 -1.402
H 0.472 1.978 -0.272
H 0.197 0.715 -1.162
H 0.987 -2.772 1.312
H 1.094 -2.185 -0.209
C -4.550 1.368 1.463
C -3.464 1.002 0.572
C -3.689 1.126 -0.937
O -4.003 2.452 -1.265
C -4.394 2.599 -2.661
N -2.335 1.819 0.956
H -4.883 2.377 1.219
H -4.114 1.372 2.462
H -5.490 0.817 1.447
H -3.194 -0.007 0.883
H -4.632 0.637 -1.179
H -2.834 0.728 -1.483
H -4.410 3.674 -2.843
H -5.369 2.116 -2.723
H -3.819 2.158 -3.475
H -1.471 1.564 0.498
H -2.683 2.700 0.605
C 3.283 3.381 -3.462
C 3.985 2.688 -4.694
C 3.389 3.232 -6.022
O 3.832 2.563 -7.145
C 3.327 3.181 -8.328
N 5.435 2.797 -4.487
H 2.215 3.277 -3.268
H 3.568 4.423 -3.606
H 3.733 2.992 -2.549
H 3.745 1.625 -4.690
H 3.586 4.304 -6.040
H 2.325 3.212 -5.785
H 4.034 3.995 -8.484
H 2.349 3.588 -8.069
H 3.038 2.339 -8.956
H 5.900 2.484 -5.327
H 5.744 3.732 -4.258
C 1.667 4.261 5.557
C 2.189 2.816 5.560
C 1.307 1.760 6.235
O 1.931 0.500 6.143
C 1.080 -0.493 6.697
N 2.566 2.463 4.267
H 0.886 4.458 4.822
H 2.384 4.999 5.199
H 1.287 4.538 6.540
H 3.081 2.706 6.176
H 0.251 1.804 5.968
H 1.338 1.993 7.300
H 0.955 -0.291 7.760
H 1.780 -1.326 6.635
H 0.125 -0.663 6.199
H 1.744 2.329 3.695
H 3.086 3.251 3.911

# 4
110
Properties=species:S:1:pos:R:3 method="wB97M-V/def2-TZVPD" s_squared=8.7565 e_lumo_ev="-0.4777 / -0.8631" total_energy_ev=-100196.2370 spin_multiplicity=6
Fe 1.287 0.658 0.454
P -0.204 -0.830 -0.367
O -0.573 0.671 -0.167
O 0.538 -0.972 1.038
O 1.132 -0.469 -1.066
O -1.187 -1.835 -0.897
C -4.127 -4.897 0.206
C -2.635 -4.932 -0.111
O -1.916 -3.982 0.621
H -4.600 -5.588 -0.496
H -4.489 -3.884 0.036
H -4.359 -5.242 1.213
H -2.470 -4.845 -1.191
H -2.266 -5.954 0.041
H -1.515 -3.241 0.135
C 1.166 -1.495 -5.595
C 1.519 -0.609 -4.405
O 2.470 -1.261 -3.584
H 2.073 -1.861 -6.085
H 0.690 -0.903 -6.382
H 0.600 -2.380 -5.309
H 0.589 -0.322 -3.907
H 1.925 0.315 -4.833
H 1.974 -1.482 -2.788
C -3.391 -1.051 -5.186
C -2.850 -0.688 -3.812
O -2.965 -1.780 -2.897
H -4.408 -1.449 -5.107
H -2.838 -1.830 -5.707
H -3.469 -0.104 -5.725
H -3.312 0.256 -3.508
H -1.759 -0.582 -3.884
H -2.209 -1.665 -2.289
C 1.699 -5.598 -1.158
C 1.540 -4.115 -1.449
O 0.387 -3.936 -2.278
H 2.321 -5.794 -0.278
H 2.088 -6.162 -2.004
H 0.754 -6.057 -0.860
H 2.355 -3.720 -2.065
H 1.368 -3.528 -0.542
H -0.149 -3.282 -1.816
C 0.378 3.801 -0.659
C 1.303 2.874 -1.419
C 1.996 3.572 -2.591
O 1.101 3.530 -3.674
C 1.567 4.141 -4.850
N 2.330 2.206 -0.522
H -0.230 3.302 0.088
H -0.295 4.098 -1.472
H 0.848 4.732 -0.330
H 0.573 2.132 -1.751
H 2.886 3.016 -2.922
H 2.424 4.510 -2.208
H 0.890 3.984 -5.684
H 2.538 3.719 -5.143
H 1.762 5.214 -4.745
H 2.942 3.010 -0.364
H 2.929 1.651 -1.144
C 3.535 -2.077 2.767
C 3.263 -0.578 2.592
C 4.331 0.272 3.339
O 3.838 1.554 3.745
C 4.798 2.310 4.472
N 3.227 -0.184 1.147
H 4.513 -2.354 2.373
H 2.762 -2.541 2.150
H 3.358 -2.336 3.807
H 2.339 -0.324 3.113
H 5.182 0.487 2.684
H 4.589 -0.234 4.273
H 5.800 2.393 4.052
H 4.784 2.021 5.523
H 4.404 3.329 4.434
H 3.637 -1.011 0.704
H 4.037 0.425 1.031
C -5.568 0.455 0.731
C -4.080 0.588 0.980
C -3.461 -0.633 1.636
O -3.968 -0.955 2.927
C -3.403 -2.111 3.440
N -3.382 0.827 -0.300
H -5.796 -0.402 0.101
H -5.903 1.379 0.245
H -6.204 0.520 1.617
H -3.808 1.528 1.470
H -2.384 -0.430 1.750
H -3.441 -1.548 1.030
H -3.675 -3.064 2.979
H -3.705 -2.219 4.491
H -2.312 -2.077 3.583
H -2.374 1.013 -0.236
H -3.450 -0.040 -0.835
C -0.448 0.864 3.574
C -0.056 2.124 2.837
C -0.006 3.383 3.696
O 0.338 4.463 2.793
C 0.088 5.725 3.257
N 1.310 1.942 2.191
H 0.314 0.744 4.354
H -0.611 -0.001 2.938
H -1.348 0.979 4.185
H -0.661 2.285 1.943
H 0.482 3.565 4.659
H -1.031 3.641 4.005
H 0.631 6.486 2.689
H 0.350 5.931 4.310
H -0.951 6.099 3.257
H 1.449 2.918 1.917
H 1.943 1.800 2.974

Repeat the third record exactly.
102
Properties=species:S:1:pos:R:3 method="wB97M-V/def2-TZVPD" s_squared=0.7559 de_lowest_kcal_mol=44.1 e_lumo_ev="-2.6845 / -8.5155" total_energy_ev=-47168.2454 total_charge=+1 spin_multiplicity=2
C 0.040 1.653 -4.544
C 0.256 0.701 -5.750
C 0.686 -0.704 -5.258
O 1.949 -0.570 -4.691
C 2.268 -1.562 -3.702
N -0.951 0.580 -6.479
H -0.041 2.691 -4.866
H 0.908 1.623 -3.886
H -0.824 1.497 -3.897
H 0.950 1.111 -6.485
H 0.866 -1.311 -6.145
H -0.046 -1.301 -4.713
H 3.269 -1.361 -3.320
H 2.353 -2.517 -4.220
H 1.521 -1.623 -2.910
H -1.056 -0.369 -6.808
H -1.787 0.711 -5.928
C -4.182 -6.941 2.986
C -2.944 -6.786 3.913
C -2.343 -5.359 4.037
O -1.351 -5.244 5.038
C -0.118 -5.901 4.577
N -3.476 -7.225 5.188
H -3.877 -6.778 1.952
H -4.989 -6.221 3.125
H -4.669 -7.916 2.990
H -2.173 -7.506 3.639
H -3.236 -4.835 4.375
H -2.144 -4.963 3.042
H -0.213 -6.974 4.412
H 0.663 -5.813 5.332
H 0.128 -5.268 3.724
H -4.312 -6.660 5.235
H -2.762 -6.979 5.859
C -0.817 -1.508 2.628
C -0.127 -1.124 1.187
C 0.891 0.041 1.426
O 1.662 0.308 0.321
C 1.068 1.164 -0.685
N 0.470 -2.316 0.574
H -1.286 -0.651 3.110
H -0.050 -1.863 3.317
H -1.537 -2.319 2.519
H -0.998 -0.940 0.558
H 1.656 -0.355 2.093
H 0.382 0.916 1.831
H 1.757 1.610 -1.402
H 0.472 1.978 -0.272
H 0.197 0.715 -1.162
H 0.987 -2.772 1.312
H 1.094 -2.185 -0.209
C -4.550 1.368 1.463
C -3.464 1.002 0.572
C -3.689 1.126 -0.937
O -4.003 2.452 -1.265
C -4.394 2.599 -2.661
N -2.335 1.819 0.956
H -4.883 2.377 1.219
H -4.114 1.372 2.462
H -5.490 0.817 1.447
H -3.194 -0.007 0.883
H -4.632 0.637 -1.179
H -2.834 0.728 -1.483
H -4.410 3.674 -2.843
H -5.369 2.116 -2.723
H -3.819 2.158 -3.475
H -1.471 1.564 0.498
H -2.683 2.700 0.605
C 3.283 3.381 -3.462
C 3.985 2.688 -4.694
C 3.389 3.232 -6.022
O 3.832 2.563 -7.145
C 3.327 3.181 -8.328
N 5.435 2.797 -4.487
H 2.215 3.277 -3.268
H 3.568 4.423 -3.606
H 3.733 2.992 -2.549
H 3.745 1.625 -4.690
H 3.586 4.304 -6.040
H 2.325 3.212 -5.785
H 4.034 3.995 -8.484
H 2.349 3.588 -8.069
H 3.038 2.339 -8.956
H 5.900 2.484 -5.327
H 5.744 3.732 -4.258
C 1.667 4.261 5.557
C 2.189 2.816 5.560
C 1.307 1.760 6.235
O 1.931 0.500 6.143
C 1.080 -0.493 6.697
N 2.566 2.463 4.267
H 0.886 4.458 4.822
H 2.384 4.999 5.199
H 1.287 4.538 6.540
H 3.081 2.706 6.176
H 0.251 1.804 5.968
H 1.338 1.993 7.300
H 0.955 -0.291 7.760
H 1.780 -1.326 6.635
H 0.125 -0.663 6.199
H 1.744 2.329 3.695
H 3.086 3.251 3.911